Entry 1:
C19H15Cl3N2O3 | ωB97M-V/def2-TZVPD

LUMO: 0.5 eV
frontier orbital gap: 9.208 eV
SMILES string: O=C(c1ccccc1Cl)N(Cc1ccc(Cl)c(Cl)c1)N1C(=O)CCCC1=O

```
42
Properties=species:S:1:pos:R:3:forces:R:3:nbo_charge:R:1
O -2.398749 0.373262 -0.004907 -0.1 -0.1 -0.2 -0.567
C -1.237395 0.275255 -0.320330 0.3 0.2 -0.2 0.685
C -0.595097 1.155127 -1.351188 0.0 0.4 0.0 -0.192
C -1.077431 1.094843 -2.654143 0.1 0.1 0.1 -0.095
C -0.525026 1.885058 -3.645105 0.0 0.0 0.0 -0.236
C 0.504406 2.760159 -3.338414 0.0 0.0 0.0 -0.190
C 0.974803 2.854338 -2.040533 0.0 0.0 0.1 -0.246
C 0.423728 2.053380 -1.051448 -0.2 0.0 -0.2 -0.011
Cl 1.000465 2.200176 0.576900 0.0 0.2 0.0 0.025
N -0.414024 -0.667965 0.232071 0.5 -0.4 0.2 -0.273
C -0.985673 -1.681929 1.110773 -0.1 -0.1 0.0 -0.257
C -1.691843 -1.037207 2.273844 0.0 0.0 0.3 0.080
C -3.025799 -1.306971 2.543601 0.2 0.0 0.1 -0.199
C -3.661572 -0.699469 3.610028 0.0 0.0 0.0 -0.215
C -2.970696 0.191628 4.415915 0.1 0.0 -0.1 -0.074
Cl -3.771231 0.950781 5.738789 -0.2 0.0 0.1 0.025
C -1.632638 0.465513 4.150046 -0.2 -0.1 -0.1 -0.050
Cl -0.755970 1.569645 5.139607 0.2 0.1 0.1 0.025
C -0.996959 -0.151502 3.086668 -0.1 -0.1 0.0 -0.253
N 0.835023 -0.902956 -0.341996 -0.9 0.3 0.2 -0.353
C 0.829045 -1.425505 -1.638073 0.1 -0.4 -0.3 0.714
O -0.206061 -1.760713 -2.151560 0.0 0.0 -0.1 -0.561
C 2.175259 -1.519077 -2.303370 0.1 0.2 -0.2 -0.508
C 3.150379 -0.506443 -1.724070 0.1 -0.2 0.0 -0.398
C 3.285778 -0.765861 -0.232794 0.1 0.1 -0.1 -0.511
C 1.957569 -0.737087 0.476720 0.3 -0.1 0.2 0.726
O 1.838093 -0.610656 1.665711 0.1 0.0 0.1 -0.562
H -1.878772 0.407604 -2.875690 -0.1 -0.1 0.0 0.230
H -0.900843 1.821959 -4.654374 0.0 0.0 -0.1 0.221
H 0.937489 3.381391 -4.107565 0.0 0.1 -0.1 0.221
H 1.761030 3.547611 -1.786193 0.1 0.1 0.0 0.231
H -0.159753 -2.298014 1.473762 -0.1 0.1 -0.1 0.229
H -1.684861 -2.305546 0.542504 0.1 0.0 0.1 0.214
H -3.577884 -1.983891 1.910873 -0.1 -0.1 -0.1 0.215
H -4.699600 -0.903613 3.819164 -0.1 0.0 0.0 0.229
H 0.044000 0.056817 2.894026 0.1 0.0 0.0 0.257
H 2.551270 -2.536528 -2.158937 0.0 0.0 0.0 0.236
H 2.022198 -1.376714 -3.374079 -0.1 -0.1 0.1 0.252
H 2.775983 0.505131 -1.894776 0.0 0.0 0.0 0.219
H 4.121726 -0.596060 -2.211261 0.0 0.1 0.0 0.226
H 3.733746 -1.748203 -0.053362 0.0 0.0 0.0 0.236
H 3.925887 -0.027770 0.253165 -0.1 -0.1 0.1 0.256
```
Forces are in eV/Å.

=====

Entry 2:
C19H15ClFN2O8S3 | ωB97M-V/def2-TZVPD

relative energy (zero: lowest compared OMol25 entry of this formula, charge and spin): 104.3 kcal/mol
LUMO: 1.2 eV
total charge: -1
frontier orbital gap: 4.320 eV

```
49
Properties=species:S:1:pos:R:3:forces:R:3:nbo_charge:R:1
O -4.826287 -4.816028 -0.763670 0.6 1.3 1.2 -0.391
N -4.387231 -3.916688 -0.022095 -2.5 0.0 -0.6 0.498
O -5.010362 -2.846503 0.186137 0.9 -1.9 -0.3 -0.419
C -3.098162 -4.081467 0.572107 1.6 0.4 -0.1 0.047
C -2.562970 -2.998467 1.291083 0.0 -0.3 -0.5 -0.185
C -1.182652 -2.833281 1.342140 -0.3 -0.3 0.2 -0.230
C -0.351567 -3.769913 0.726469 0.0 -0.1 0.0 -0.210
S 1.439564 -3.445650 0.629316 0.1 2.8 -0.5 2.150
C 1.575042 -1.732851 0.604857 -2.5 -1.7 0.6 -0.999
Cl 3.092626 -1.148984 0.991196 2.2 0.4 0.6 -0.045
O 2.014115 -3.982708 1.840723 0.2 -0.7 0.0 -0.964
O 1.835410 -3.975945 -0.659308 -0.2 -1.4 -0.2 -0.987
C -0.882370 -4.961689 0.191583 -0.1 0.2 0.4 -0.205
C -2.262305 -5.119200 0.114922 -0.1 0.4 0.0 -0.192
H -3.227015 -2.263779 1.730308 0.0 0.0 -0.2 0.236
H -0.751592 -1.958328 1.829856 0.1 -0.3 -0.2 0.267
H 1.012109 -1.174906 -0.121582 0.1 -0.6 -0.5 0.213
H -0.230116 -5.756499 -0.178908 -0.1 0.5 0.0 0.246
H -2.708518 -5.989097 -0.355804 0.1 0.2 -0.1 0.239
C -4.098134 0.827820 -1.228723 0.2 0.1 0.2 -0.186
C -3.688478 2.158929 -1.375197 0.1 -0.2 0.2 -0.224
C -2.651461 2.655819 -0.581602 0.0 -0.2 -0.2 -0.200
C -2.004850 1.783026 0.290125 0.1 -0.1 0.3 -0.256
S -0.727869 2.424730 1.363475 -1.1 -1.3 0.1 2.212
N 0.702887 2.196717 0.290919 0.8 -1.3 1.4 -0.476
F 1.077439 0.702258 0.525637 -1.1 3.8 -0.3 -0.243
S 2.079344 3.136258 1.005308 1.2 -0.1 -0.1 2.206
C 3.350351 3.013358 -0.250030 0.0 -0.2 0.2 -0.259
C 4.220867 1.931292 -0.192020 -0.2 -0.2 -0.1 -0.195
C 5.262161 1.842932 -1.109113 0.1 0.3 -0.2 -0.211
C 5.445720 2.865952 -2.049054 -0.2 -0.1 0.2 -0.185
C 4.584808 3.970101 -2.070529 -0.1 -0.1 0.3 -0.228
C 3.537743 4.063453 -1.147409 0.0 -0.2 -0.3 -0.206
O 1.706507 4.524668 0.992662 -0.5 -0.7 0.2 -0.901
O 2.524524 2.458157 2.191400 -0.5 0.5 -0.7 -0.869
O -0.999618 3.826689 1.471053 0.8 -0.2 0.0 -0.895
O -0.614485 1.559229 2.510779 0.2 0.9 -0.9 -0.872
C -2.408250 0.461869 0.460110 0.2 0.2 -0.1 -0.209
C -3.472803 -0.008447 -0.295684 -0.2 -0.1 -0.2 -0.209
H -4.918224 0.430454 -1.828116 0.2 0.2 0.1 0.218
H -4.175817 2.815533 -2.096252 0.1 -0.2 0.2 0.215
H -2.340866 3.696838 -0.634176 0.0 -0.2 0.0 0.239
H 4.055251 1.160928 0.554852 0.0 0.1 -0.2 0.271
H 5.920714 0.972823 -1.082752 -0.2 0.3 0.0 0.228
H 6.269551 2.804956 -2.763512 -0.3 0.0 0.2 0.213
H 4.716436 4.766288 -2.803728 0.1 -0.2 0.2 0.215
H 2.876129 4.926317 -1.125013 0.1 -0.2 0.0 0.243
H -1.886138 -0.167405 1.179780 -0.2 0.2 -0.2 0.250
H -3.831154 -1.029582 -0.152497 0.1 0.4 -0.1 0.245
```
Forces are in eV/Å.

=====

Entry 3:
C19H15ClIMnN3O7 | ωB97M-V/def2-TZVPD

LUMO (spin up / spin down): 3.6 / 3.6 eV
spin multiplicity: 2
total charge: -2
frontier orbital gap (spin up / spin down): 5.375 / 5.410 eV
expectation value of S²: 0.823

```
47
Properties=species:S:1:pos:R:3:forces:R:3:nbo_charge:R:1
Mn -1.482604 -0.086596 -0.124738 0.0 0.5 0.5 1.332
C 3.555996 -1.901496 1.932162 0.0 -0.1 0.3 -0.404
N 2.730096 -1.705296 0.768262 -0.4 0.0 0.0 -0.444
C 3.098496 -0.850896 -0.210838 0.0 0.0 -0.3 0.083
C 2.253596 -0.517396 -1.206138 0.0 0.1 0.0 -0.411
C 0.865996 -0.912496 -1.051738 0.5 -0.7 0.2 0.585
O -0.036604 -0.417796 -1.771238 -0.6 0.6 0.3 -0.726
N 0.527996 -1.802196 -0.098038 -0.8 0.4 -0.5 -0.664
C 1.410296 -2.304996 0.761162 1.0 0.1 0.1 0.771
O 1.228696 -3.228596 1.533862 -0.2 -0.3 0.4 -0.671
H 4.611696 -1.781596 1.676162 -0.1 0.0 0.0 0.178
H 3.370496 -2.904396 2.316862 0.1 0.1 0.0 0.236
H 3.286996 -1.184596 2.715762 0.1 0.0 0.0 0.202
H 4.111596 -0.465996 -0.143038 0.0 0.0 0.0 0.190
H 2.524796 0.151404 -2.005638 0.1 0.1 0.0 0.221
Cl -4.325604 1.085404 -2.428838 -0.3 0.2 0.0 -0.026
C -3.720604 -0.519096 -2.703938 0.5 -0.2 0.8 -0.073
C -3.577804 -0.943396 -4.002838 0.2 -0.4 -0.3 -0.223
C -3.068904 -2.208896 -4.270138 -0.1 0.1 -0.1 -0.289
C -2.693304 -3.025496 -3.205738 0.0 0.0 -0.3 -0.232
C -2.824104 -2.597196 -1.910138 -0.1 0.6 0.3 -0.174
C -3.340304 -1.308496 -1.579338 -0.8 -0.7 -1.2 -0.061
C -3.518704 -0.903396 -0.229938 1.2 0.6 0.9 -0.804
H -3.863404 -0.282996 -4.811738 0.0 0.0 0.0 0.204
H -2.963504 -2.545296 -5.292538 0.0 0.0 -0.1 0.188
H -2.288504 -4.010796 -3.405938 0.0 0.0 0.0 0.191
H -2.498304 -3.225296 -1.091838 0.0 -0.1 0.1 0.205
H -3.554404 -1.709396 0.505762 0.0 0.1 -0.2 0.202
H -4.233404 -0.101196 -0.044138 0.2 -0.1 0.0 0.214
I 4.405596 4.619404 1.258662 -0.2 -0.2 0.1 0.037
C 2.843896 3.261304 1.745562 0.4 0.4 -0.2 -0.141
C 2.628696 2.957904 3.075362 0.1 0.0 0.2 -0.286
C 1.626996 2.060804 3.390162 -0.1 -0.1 0.0 -0.171
C 0.841696 1.490004 2.395562 -0.1 -0.2 0.0 -0.139
C 1.081496 1.825604 1.068462 -0.3 -0.3 0.1 -0.175
C 2.090596 2.710004 0.732062 0.1 0.1 -0.2 -0.184
C -0.261804 0.504704 2.814962 0.2 0.3 -0.1 0.791
O -0.357704 0.253104 4.015462 0.0 0.0 0.2 -0.706
O -0.974204 0.043804 1.884462 -0.6 -0.3 -0.8 -0.808
H 3.226696 3.411204 3.854062 0.0 0.0 0.0 0.207
H 1.423396 1.780804 4.413262 0.0 0.0 0.1 0.237
H 0.471196 1.400504 0.277262 0.1 0.2 0.1 0.215
H 2.267096 2.964804 -0.302138 0.0 0.0 0.0 0.223
O -0.821104 3.901804 -0.809938 0.7 0.5 -0.5 -0.512
N -1.725404 3.251204 -0.305138 0.0 -0.7 0.2 0.743
O -2.589004 3.765504 0.386062 -0.7 0.4 0.5 -0.498
O -1.764804 2.006004 -0.515638 0.1 -1.0 -0.3 -0.636
```
Forces are in eV/Å.

=====

Entry 4:
C19H15F3N4 | ωB97M-V/def2-TZVPD

relative energy (zero: lowest compared OMol25 entry of this formula, charge and spin): 61.5 kcal/mol
LUMO: -9.4 eV
total charge: +2
frontier orbital gap: 5.518 eV

```
41
Properties=species:S:1:pos:R:3:forces:R:3:nbo_charge:R:1
F -0.195833 -3.195734 5.889972 -0.4 0.3 1.2 -0.270
F -1.721062 -2.108194 4.768090 1.0 0.8 2.4 -0.294
F -0.524962 -1.034448 6.566055 -1.0 -2.5 -1.8 -0.295
N 0.370504 -1.181073 3.242817 -3.0 -1.3 1.6 -0.447
C 0.447054 -1.522568 4.528207 4.2 1.5 -2.0 0.338
C -3.356132 2.856619 -4.740056 0.5 2.8 -1.9 -0.162
C 4.126580 0.095639 2.459052 -1.4 -1.3 -1.6 -0.184
C -4.082998 1.892768 -4.200909 0.2 -2.5 2.0 -0.190
C -1.968716 2.785003 -4.885225 -0.2 -0.7 2.6 -0.171
C 3.672552 -0.201203 3.763002 4.4 0.4 0.4 -0.177
C 3.326998 -0.198994 1.292830 -0.2 0.3 1.1 -0.189
C -3.467516 0.794470 -3.609614 1.9 -0.5 -0.3 -0.177
C -1.248965 1.803252 -4.140020 -1.1 0.1 -1.7 -0.212
C 1.589550 -0.843162 2.823570 -1.0 0.2 0.4 0.073
C 2.481850 -0.792967 3.893250 -1.5 -1.4 0.6 0.186
C 1.965261 -0.606964 1.536293 2.7 2.1 -1.4 0.052
C -2.039551 0.695238 -3.650994 0.2 2.1 0.8 -0.134
C -0.030941 0.372270 0.401348 -1.5 0.1 -3.5 0.127
C 1.401529 -1.104077 -0.705111 -1.3 1.1 -1.0 0.105
C -0.862065 0.444099 -0.819978 3.0 -1.4 2.2 0.103
C 0.683234 -0.991281 -1.907457 1.9 -0.3 3.7 0.082
N 1.799076 -1.403870 4.924515 -1.1 0.7 1.7 -0.520
N 1.084238 -0.416940 0.408203 -1.6 -0.2 0.2 -0.199
N -0.450697 -0.322672 -1.854147 -2.1 0.6 -2.0 -0.214
C -0.557326 -1.980597 5.522297 -0.7 0.7 -1.8 0.955
C -1.333406 -0.500053 -3.087175 -2.6 -1.5 -0.9 -0.264
H -3.896916 3.797703 -5.032362 0.8 -1.1 -0.1 0.244
H 5.139501 0.388758 2.280116 0.3 0.3 0.1 0.255
H -5.103038 1.986328 -4.065688 -2.0 0.2 0.0 0.234
H -1.611663 3.685675 -5.298873 1.4 0.5 -0.5 0.239
H 4.451617 -0.138227 4.612084 -1.6 0.1 -1.4 0.270
H 3.699623 -0.064428 0.231813 -0.4 0.1 1.6 0.241
H -4.061877 0.031980 -3.102068 0.2 0.0 -0.3 0.227
H -0.129118 1.898337 -4.064983 -1.3 -0.5 -0.1 0.226
H -0.373399 1.060600 1.143187 0.6 -0.2 1.1 0.288
H 2.204756 -1.764412 -0.623305 1.3 -0.8 0.1 0.268
H -1.751125 1.073870 -0.908711 0.2 -0.4 -0.1 0.305
H 1.159165 -1.523488 -2.703311 -0.9 -0.1 -1.0 0.290
H 2.124320 -1.492498 5.915470 -0.4 0.2 -1.4 0.459
H -0.767326 -0.993303 -3.888278 0.5 0.3 0.6 0.254
H -2.192779 -1.281457 -2.913901 1.8 1.2 0.6 0.279
```
Forces are in eV/Å.